Entry 1:
Below is a single C10H19N3O4 molecule, with properties calculated with ωB97M-V/def2-TZVPD.

CARTESIAN COORDINATES (ANGSTROEM)
C 0.682 0.606 -0.240
C -0.187 -0.654 -0.097
C 2.114 0.149 -0.758
C 3.113 -0.310 0.302
C 4.429 0.567 0.224
C 3.473 -1.900 -0.107
C -2.420 0.269 -1.024
C -2.200 1.522 -0.256
C -3.811 -0.278 -0.972
C -4.239 -0.960 0.265
H 1.693 1.854 0.939
H 0.918 0.620 1.745
H 0.468 1.387 -0.883
H 1.859 -0.506 -1.580
H 2.481 1.133 -1.245
H 2.657 -0.378 1.344
H 4.074 1.729 0.286
H 5.229 0.452 1.066
H 4.838 0.321 -0.821
H 2.656 -2.450 0.387
H 4.423 -2.197 0.094
H 3.387 -1.971 -1.243
H -1.786 -1.605 -0.259
H -2.320 0.589 -2.063
H -4.459 0.493 -1.109
H -3.946 -1.021 -1.760
H -3.987 0.752 1.290
H -4.329 -0.531 2.363
H -1.142 1.971 1.499
N 0.871 1.302 0.996
N -1.412 -0.745 -0.619
N -4.377 -0.152 1.403
O 0.148 -1.752 0.397
O -2.629 2.576 -0.653
O -4.630 -2.148 0.177
O -1.640 1.266 0.909

The value obtained for the HOMO energy is -0.359 Ha. The SMILES is CC(C)C[C@H](N)C(=O)N[C@@H](CC(N)=O)C(=O)O. For the largest force on an atom, the calculation gives 0.0989 Eh/bohr. For the calculated total energy, the calculation gives -23336.976 eV. As for the net charge: 0. As for the energy above the lowest of the compared OMol25 structures with the same formula, charge and spin: 3.769 eV. As for the frontier orbital gap: 10.21 eV. The calculation puts the LUMO energy at 0.016 Ha.

Charges obtained by Löwdin population analysis, quoted in units of e: C -0.28; C -0.40; C -0.16; C -0.38; C -0.11; C -0.04; C -0.20; C -0.55; C -0.07; C -0.48; H 0.08; H 0.09; H 0.12; H 0.10; H 0.13; H 0.13; H 0.10; H 0.09; H 0.09; H 0.06; H 0.01; H 0.09; H 0.14; H 0.16; H 0.11; H 0.15; H 0.06; H 0.13; H 0.20; N 0.04; N 0.14; N 0.18; O 0.05; O 0.13; O 0.03; O 0.05

=====

Entry 2:
Below is a single C10H19N3O4 molecule, with properties calculated with ωB97M-V/def2-TZVPD.

CARTESIAN COORDINATES (ANGSTROEM)
C -0.114 0.601 -0.797
C -0.872 -0.638 -0.189
C -0.179 0.651 -2.333
C -0.308 2.130 -2.879
C 0.415 3.193 -2.016
C -1.768 2.505 -3.201
C -0.814 -1.843 1.964
C -1.369 -0.727 2.923
C 0.119 -2.931 2.516
C 1.645 -2.558 2.457
H 1.114 1.508 0.318
H 1.905 1.056 -1.089
H -0.825 1.525 -0.442
H 0.674 0.002 -2.766
H -1.029 0.135 -2.615
H 0.170 2.270 -3.868
H -0.293 3.386 -1.155
H 0.441 4.168 -2.574
H 1.441 2.980 -1.833
H -1.560 3.609 -3.533
H -2.202 1.873 -4.048
H -2.432 2.692 -2.303
H 0.585 -0.574 0.893
H -1.520 -2.610 1.590
H -0.209 -3.284 3.529
H 0.067 -3.798 1.856
H 3.546 -3.251 2.137
H 2.260 -4.486 2.384
H 0.425 -0.328 3.423
N 1.308 0.707 -0.304
N -0.214 -1.186 0.867
N 2.552 -3.501 2.290
O -1.880 -1.148 -0.631
O -2.544 -0.641 3.063
O 1.948 -1.422 2.680
O -0.484 -0.067 3.682

The value obtained for the HOMO energy is -0.338 Ha. The SMILES is CC(C)C[C@H](N)C(=O)N[C@@H](CC(N)=O)C(=O)O. For the largest force on an atom, the calculation gives 0.0603 Eh/bohr. For the calculated total energy, the calculation gives -23337.837 eV. As for the net charge: 0. As for the energy above the lowest of the compared OMol25 structures with the same formula, charge and spin: 2.908 eV. As for the frontier orbital gap: 9.72 eV. The calculation puts the LUMO energy at 0.019 Ha.

Charges obtained by Löwdin population analysis, quoted in units of e: C -0.28; C -0.43; C -0.13; C -0.44; C -0.10; C -0.09; C -0.22; C -0.47; C -0.04; C -0.56; H 0.09; H 0.09; H 0.18; H 0.15; H 0.06; H 0.12; H 0.09; H 0.09; H 0.05; H 0.10; H 0.10; H 0.09; H 0.08; H 0.16; H 0.15; H 0.11; H 0.14; H 0.13; H 0.09; N 0.04; N 0.09; N 0.17; O 0.08; O 0.14; O 0.05; O 0.13

=====

Entry 3:
Below is 2 unconnected molecules or ions with the total composition C10H19NS2, with properties calculated with ωB97M-V/def2-TZVPD.

CARTESIAN COORDINATES (ANGSTROEM)
C 1.118 0.169 -0.323
C 1.109 0.311 1.208
C -1.066 0.668 -0.183
C 2.079 1.448 1.650
C 2.810 -1.651 -0.368
C -1.701 2.685 -1.594
C -1.228 -2.368 0.690
C 2.335 -0.409 -0.979
C -2.235 1.463 -0.688
C -2.090 -1.593 -0.229
N 0.003 0.325 -0.925
S -0.645 0.609 1.545
S -3.633 -1.261 0.419
H 1.420 -0.716 1.739
H 1.805 1.666 2.648
H 1.896 2.259 1.045
H 3.051 1.034 1.803
H 3.577 -1.699 0.345
H 3.288 -2.221 -1.165
H 1.963 -2.275 0.094
H -1.120 2.402 -2.392
H -1.261 3.453 -0.993
H -2.648 3.046 -2.093
H -1.270 -1.777 1.565
H -0.228 -2.402 0.357
H -1.671 -3.371 0.951
H 2.238 -0.446 -2.077
H 3.081 0.371 -0.873
H -2.795 0.858 -1.472
H -2.720 1.838 0.170
H -2.308 -1.879 -1.274
H -3.155 -0.536 1.400

The value obtained for the HOMO energy (spin up / spin down) is -0.244 / -0.260 Ha. For the largest force on an atom, the calculation gives 0.0826 Eh/bohr. For the calculated total energy, the calculation gives -33834.843 eV. As for the net charge: 0. As for the energy above the lowest of the compared OMol25 structures with the same formula, charge and spin: 2.340 eV. As for the frontier orbital gap (spin up / spin down): 7.02 / 7.33 eV. The calculation puts the LUMO energy (spin up / spin down) at 0.014 / 0.009 Ha.

Charges obtained by Löwdin population analysis, quoted in units of e: C -0.33; C -0.53; C -0.60; C -0.08; C -0.11; C -0.07; C -0.21; C -0.21; C -0.23; C -0.64; N 0.09; S 0.98; S 0.76; H 0.15; H 0.05; H 0.06; H 0.08; H 0.06; H 0.08; H 0.10; H 0.03; H 0.06; H 0.08; H -0.01; H 0.03; H 0.10; H 0.13; H 0.11; H 0.12; H 0.07; H 0.06; H -0.16

=====

Entry 4:
Below is a molecular structure, C10H20CeClIN2OPSe, with properties calculated with ωB97M-V/def2-TZVPD.

CARTESIAN COORDINATES (ANGSTROEM)
C 0.119 -5.021 -3.171
I 0.684 -3.330 -1.954
H -0.962 -5.114 -3.107
H 0.624 -5.892 -2.762
H 0.445 -4.807 -4.186
Ce 0.000 0.000 0.000
P -0.159 1.391 -1.847
C 1.375 1.740 -2.786
C -1.316 0.783 -3.131
H -1.764 2.938 -0.941
H -0.944 3.653 -2.367
H -0.111 3.569 -0.787
C -0.808 3.059 -1.457
H -2.282 0.599 -2.655
H -1.427 1.512 -3.940
H 1.175 2.405 -3.633
H 1.796 0.800 -3.154
H -0.940 -0.161 -3.535
H 2.108 2.207 -2.123
C 1.793 -0.249 -0.198
O 2.945 -0.409 -0.324
Cl -2.349 0.325 0.258
C -2.412 -0.688 3.956
N -1.036 -0.224 4.122
C -0.616 0.714 4.994
C 0.750 0.853 4.858
N 1.173 0.001 3.902
C 2.562 -0.162 3.479
C 0.067 -0.641 3.461
Se 0.060 -1.884 2.225
H -2.752 -0.500 2.920
H -3.091 -0.154 4.654
H -2.468 -1.776 4.168
H -1.252 1.253 5.684
H 1.388 1.521 5.422
H 2.950 0.803 3.091
H 3.178 -0.479 4.347
H 2.659 -0.928 2.684

The value obtained for the HOMO energy (spin up / spin down) is -0.525 / -0.525 Ha. For the largest force on an atom, the calculation gives 0.3201 Eh/bohr. For the calculated total energy, the calculation gives -123887.721 eV. As for the net charge: +2. Its expectation value of S² is 0.766. The spin multiplicity is 2. As for the frontier orbital gap (spin up / spin down): 5.06 / 5.41 eV. The calculation puts the LUMO energy (spin up / spin down) at -0.339 / -0.326 Ha.

Charges obtained by Löwdin population analysis, quoted in units of e: C -0.46; I 0.84; H 0.01; H 0.01; H 0.01; Ce 0.13; P 0.64; C -0.18; C -0.18; H 0.05; H 0.08; H 0.07; C -0.18; H 0.05; H 0.08; H 0.08; H 0.07; H 0.06; H 0.07; C -0.58; O 0.22; Cl 0.30; C 0.00; N -0.10; C -0.01; C -0.02; N -0.11; C 0.00; C -0.74; Se 0.89; H 0.06; H 0.12; H 0.12; H 0.15; H 0.15; H 0.12; H 0.13; H 0.07

=====

Entry 5:
Below is a molecular structure, C10H20Cl10F6MgN3O12S6, with properties calculated with ωB97M-V/def2-TZVPD.

CARTESIAN COORDINATES (ANGSTROEM)
Mg -2.557 2.646 0.012
N -6.332 -0.482 3.984
S -6.419 -1.819 4.783
O -5.141 -2.233 5.307
O -7.530 -2.746 4.501
F -7.074 -1.120 6.142
S -5.653 -1.200 2.530
O -5.287 -2.629 2.572
O -4.774 -0.228 1.849
F -7.036 -1.123 1.760
N -0.104 1.193 -1.103
S 0.747 -0.237 -0.483
O 2.130 -0.087 -0.064
O 0.322 -1.551 -0.824
F 0.056 -0.106 1.036
S 0.731 1.156 -2.402
O 0.634 -0.031 -3.246
O 1.933 1.979 -2.529
F -0.432 2.099 -3.071
N -4.245 4.203 5.065
S -2.687 3.613 4.851
O -1.678 3.874 5.864
O -2.364 3.402 3.424
F -3.074 2.152 5.301
S -3.670 5.676 5.129
O -2.922 6.159 3.974
O -3.478 6.217 6.471
F -5.098 6.261 4.692
Cl 1.683 -2.974 6.162
C 1.684 -1.523 7.175
C 2.565 -0.422 6.592
Cl 4.276 -0.950 6.717
H 1.997 -1.860 8.164
H 0.621 -1.288 7.216
H 2.501 0.555 7.070
H 2.464 -0.279 5.516
Cl -4.946 -1.795 -3.355
C -4.304 -3.478 -3.655
C -5.432 -4.503 -3.729
Cl -6.442 -4.492 -2.228
H -3.528 -3.706 -2.924
H -3.802 -3.499 -4.622
H -4.992 -5.496 -3.830
H -6.149 -4.385 -4.541
Cl 4.798 4.294 3.178
C 4.836 4.285 1.364
C 5.329 5.569 0.706
Cl 4.245 6.931 1.094
H 3.849 4.076 0.952
H 5.405 3.415 1.037
H 5.462 5.559 -0.376
H 6.301 5.849 1.113
Cl 1.394 -5.402 -5.341
C 0.844 -4.733 -6.884
C 1.898 -5.010 -7.914
Cl 1.461 -4.586 -9.646
H 0.664 -3.660 -6.808
H -0.002 -5.350 -7.189
H 1.981 -6.086 -8.073
H 2.866 -4.582 -7.657
Cl 8.109 0.724 -3.899
C 6.727 1.293 -4.892
C 6.051 0.011 -5.569
Cl 5.317 -1.033 -4.288
H 7.171 1.878 -5.698
H 6.133 1.897 -4.207
H 6.827 -0.514 -6.126
H 5.141 0.232 -6.126

The value obtained for the HOMO energy is -0.269 Ha. For the largest force on an atom, the calculation gives 0.1537 Eh/bohr. For the calculated total energy, the calculation gives -251711.286 eV. As for the net charge: -1. As for the energy above the lowest of the compared OMol25 structures with the same formula, charge and spin: 12.465 eV. As for the frontier orbital gap: 2.14 eV. The calculation puts the LUMO energy at -0.190 Ha.

Charges obtained by Löwdin population analysis, quoted in units of e: Mg 1.50; N -0.23; S 0.49; O -0.28; O -0.29; F -0.25; S 0.62; O -0.30; O -0.35; F -0.19; N -0.33; S 0.60; O -0.25; O -0.24; F -0.26; S 0.44; O -0.27; O -0.28; F -0.28; N -0.22; S 0.53; O -0.26; O -0.37; F -0.19; S 0.46; O -0.31; O -0.28; F -0.23; Cl 0.54; C -0.67; C -0.63; Cl 0.50; H 0.06; H 0.07; H 0.07; H 0.06; Cl 0.48; C -0.62; C -0.64; Cl 0.51; H 0.08; H 0.07; H 0.07; H 0.06; Cl 0.51; C -0.65; C -0.65; Cl 0.52; H 0.06; H 0.07; H 0.07; H 0.06; Cl 0.58; C -0.67; C -0.65; Cl 0.48; H 0.08; H 0.07; H 0.05; H 0.07; Cl 0.50; C -0.61; C -0.61; Cl 0.50; H 0.06; H 0.06; H 0.06; H 0.05

=====

Entry 6:
Below is a molecular structure, C10H20Cl10F6MgN3O12S6, with properties calculated with ωB97M-V/def2-TZVPD.

CARTESIAN COORDINATES (ANGSTROEM)
Mg -0.301 0.439 2.521
N -2.802 3.994 2.147
S -3.371 4.891 1.005
O -3.828 4.121 -0.126
O -2.935 6.296 0.918
F -4.822 5.172 1.766
S -1.254 3.696 1.369
O -1.065 4.197 -0.006
O -0.746 2.363 1.750
F -0.499 4.716 2.317
N 0.503 -0.400 1.112
S 0.119 -0.241 -0.615
O -0.326 -1.423 -1.332
O 0.673 0.810 -1.397
F -1.397 0.402 -0.316
S 1.786 -1.193 0.779
O 2.812 -0.532 -0.020
O 1.770 -2.656 0.783
F 2.297 -0.828 2.294
N -3.967 1.466 3.678
S -3.669 0.493 2.343
O -4.717 -0.386 1.850
O -2.228 0.205 2.176
F -3.872 1.672 1.316
S -4.274 0.176 4.542
O -3.218 -0.822 4.662
O -5.688 -0.154 4.696
F -3.930 0.982 5.885
Cl -3.634 1.042 -3.268
C -4.871 0.329 -2.223
C -4.479 -1.068 -1.751
Cl -4.526 -2.171 -3.166
H -5.792 0.356 -2.804
H -4.943 1.077 -1.434
H -5.110 -1.516 -0.982
H -3.441 -1.170 -1.436
Cl 2.363 2.977 1.759
C 2.930 3.360 0.066
C 3.176 4.854 -0.119
Cl 1.700 5.826 0.267
H 2.242 2.919 -0.656
H 3.885 2.864 -0.110
H 3.436 5.037 -1.162
H 3.962 5.300 0.490
Cl -3.275 -3.997 0.033
C -1.484 -4.200 0.243
C -1.047 -5.387 1.093
Cl -1.647 -5.217 2.765
H -1.038 -3.310 0.687
H -1.023 -4.214 -0.744
H 0.021 -5.596 1.152
H -1.500 -6.304 0.717
Cl 3.704 1.086 -3.338
C 5.120 1.016 -2.279
C 6.177 0.202 -2.967
Cl 7.818 0.156 -2.147
H 4.872 0.571 -1.315
H 5.527 2.027 -2.261
H 6.508 0.720 -3.867
H 5.847 -0.810 -3.202
Cl 2.212 -5.630 -2.743
C 3.107 -4.907 -1.366
C 3.988 -3.699 -1.936
Cl 2.899 -2.386 -2.536
H 3.804 -5.678 -1.036
H 2.336 -4.689 -0.627
H 4.619 -4.100 -2.729
H 4.507 -3.128 -1.166

The value obtained for the HOMO energy is -0.269 Ha. For the largest force on an atom, the calculation gives 0.1705 Eh/bohr. For the calculated total energy, the calculation gives -251718.775 eV. As for the net charge: -1. As for the energy above the lowest of the compared OMol25 structures with the same formula, charge and spin: 4.977 eV. As for the frontier orbital gap: 6.67 eV. The calculation puts the LUMO energy at -0.024 Ha.

Charges obtained by Löwdin population analysis, quoted in units of e: Mg 0.96; N -0.25; S 0.49; O -0.30; O -0.31; F -0.24; S 0.64; O -0.30; O -0.41; F -0.20; N -0.33; S 0.63; O -0.23; O -0.22; F -0.21; S 0.48; O -0.29; O -0.26; F -0.23; N -0.20; S 0.59; O -0.24; O -0.39; F -0.18; S 0.47; O -0.31; O -0.27; F -0.22; Cl 0.55; C -0.65; C -0.65; Cl 0.51; H 0.06; H 0.06; H 0.06; H 0.03; Cl 0.57; C -0.58; C -0.61; Cl 0.57; H 0.07; H 0.06; H 0.07; H 0.06; Cl 0.56; C -0.64; C -0.65; Cl 0.53; H 0.04; H 0.07; H 0.07; H 0.06; Cl 0.60; C -0.67; C -0.64; Cl 0.48; H 0.06; H 0.07; H 0.05; H 0.06; Cl 0.51; C -0.61; C -0.58; Cl 0.55; H 0.06; H 0.03; H 0.06; H 0.05

=====

What did the third record say?
Below is 2 unconnected molecules or ions with the total composition C10H19NS2, with properties calculated with ωB97M-V/def2-TZVPD.

CARTESIAN COORDINATES (ANGSTROEM)
C 1.118 0.169 -0.323
C 1.109 0.311 1.208
C -1.066 0.668 -0.183
C 2.079 1.448 1.650
C 2.810 -1.651 -0.368
C -1.701 2.685 -1.594
C -1.228 -2.368 0.690
C 2.335 -0.409 -0.979
C -2.235 1.463 -0.688
C -2.090 -1.593 -0.229
N 0.003 0.325 -0.925
S -0.645 0.609 1.545
S -3.633 -1.261 0.419
H 1.420 -0.716 1.739
H 1.805 1.666 2.648
H 1.896 2.259 1.045
H 3.051 1.034 1.803
H 3.577 -1.699 0.345
H 3.288 -2.221 -1.165
H 1.963 -2.275 0.094
H -1.120 2.402 -2.392
H -1.261 3.453 -0.993
H -2.648 3.046 -2.093
H -1.270 -1.777 1.565
H -0.228 -2.402 0.357
H -1.671 -3.371 0.951
H 2.238 -0.446 -2.077
H 3.081 0.371 -0.873
H -2.795 0.858 -1.472
H -2.720 1.838 0.170
H -2.308 -1.879 -1.274
H -3.155 -0.536 1.400

The value obtained for the HOMO energy (spin up / spin down) is -0.244 / -0.260 Ha. For the largest force on an atom, the calculation gives 0.0826 Eh/bohr. For the calculated total energy, the calculation gives -33834.843 eV. As for the net charge: 0. As for the energy above the lowest of the compared OMol25 structures with the same formula, charge and spin: 2.340 eV. As for the frontier orbital gap (spin up / spin down): 7.02 / 7.33 eV. The calculation puts the LUMO energy (spin up / spin down) at 0.014 / 0.009 Ha.

Charges obtained by Löwdin population analysis, quoted in units of e: C -0.33; C -0.53; C -0.60; C -0.08; C -0.11; C -0.07; C -0.21; C -0.21; C -0.23; C -0.64; N 0.09; S 0.98; S 0.76; H 0.15; H 0.05; H 0.06; H 0.08; H 0.06; H 0.08; H 0.10; H 0.03; H 0.06; H 0.08; H -0.01; H 0.03; H 0.10; H 0.13; H 0.11; H 0.12; H 0.07; H 0.06; H -0.16

=====

- Which value of net charge does entry 4 give?
  +2

=====

- Which of these has the highest net charge?
  C10H20CeClIN2OPSe

=====

- The highest calculated total energy belongs to which entry?
  number 1